The following is a DFT calculation (ωB97M-V/def2-TZVPD) of a gas-phase ion, C5H11NO (charge +1) in a non-equilibrium geometry.

Structure (XYZ):
```
18
Properties=species:S:1:pos:R:3:lowdin_spin:R:1
C -0.779 -1.805 0.524 0.000
N -0.026 -0.720 -0.052 0.548
C 1.137 -0.291 0.636 0.083
C 2.178 0.395 -0.265 0.025
C -0.799 0.215 -0.854 0.048
C -1.720 1.093 -0.011 0.045
O -1.920 -1.986 0.253 0.175
H -0.172 -2.355 1.253 -0.003
H 0.916 0.328 1.515 0.047
H 1.567 -1.196 1.086 0.008
H 3.181 0.339 0.134 0.003
H 2.018 0.194 -1.322 0.000
H 1.869 1.438 -0.284 0.000
H -1.291 -0.350 -1.651 0.008
H -0.111 0.736 -1.527 0.006
H -1.619 2.170 -0.062 0.003
H -1.697 0.813 1.042 -0.001
H -2.730 0.980 -0.415 0.004
```

Output
* ΔE to the lowest compared entry with this formula, charge and spin: 1.8019 eV
* strongest force on any atom: 2.35 eV Å⁻¹
* spin multiplicity: 2
* charge: +1
* expectation value of S²: 0.76
* Kohn-Sham gap (alpha / beta): 12.495 / 7.716 eV